Record 1
65
Properties=species:S:1:pos:R:3 method="wB97M-V/def2-TZVPD" energy_ha=-4960.17369 multiplicity=1 mol_weight_g_mol=759.0 largest_force_ev_per_a=0.961 e_homo_ev=-11.669 homo_lumo_gap_ev=9.083 de_lowest_kj_mol=21.2 charge=+1
Sr 1.461 0.629 1.337
N -0.137 4.739 -0.028
C 0.738 4.139 0.834
C 2.028 3.764 0.420
C 2.896 3.126 1.298
C 2.491 2.785 2.586
C 1.225 3.198 3.012
C 0.364 3.858 2.159
S 3.247 1.389 3.445
O 4.077 1.794 4.526
O 2.011 0.636 3.791
O 3.869 0.676 2.308
H -0.936 5.219 0.350
H 0.206 5.093 -0.904
H 2.378 4.027 -0.572
H 3.875 2.813 0.955
H 0.906 2.947 4.016
H -0.605 4.176 2.527
C -1.465 -1.263 1.528
N -1.134 0.001 0.812
C -1.509 -0.198 -0.617
N -2.906 -0.555 -0.776
C -3.168 -1.787 -0.026
N -2.862 -1.626 1.398
C -3.682 -0.533 1.929
N -3.432 0.725 1.217
C -2.029 1.062 1.354
C -3.726 0.517 -0.204
H -1.221 -1.139 2.588
H -0.846 -2.059 1.114
H -0.876 -0.987 -1.034
H -1.313 0.730 -1.156
H -2.556 -2.592 -0.437
H -4.218 -2.056 -0.137
H -3.457 -0.398 2.989
H -4.735 -0.796 1.827
H -1.796 1.208 2.413
H -1.824 1.991 0.814
H -3.533 1.444 -0.748
H -4.779 0.259 -0.315
Br 2.851 -0.822 -3.556
C 1.101 -0.549 -4.209
C 0.591 -1.474 -5.113
C -0.694 -1.327 -5.604
C -1.482 -0.262 -5.193
C -0.980 0.663 -4.295
C 0.315 0.525 -3.808
I 1.010 1.961 -2.474
H 1.209 -2.304 -5.425
H -1.080 -2.051 -6.308
H -2.488 -0.146 -5.573
H -1.589 1.499 -3.977
C 3.690 -2.746 0.363
P 1.916 -2.472 0.689
C 1.669 -3.403 2.243
C 1.109 -3.555 -0.543
H 3.950 -3.800 0.469
H 4.286 -2.157 1.062
H 3.932 -2.422 -0.650
H 2.160 -4.376 2.199
H 0.604 -3.559 2.423
H 2.078 -2.841 3.083
H 1.606 -4.525 -0.590
H 1.143 -3.094 -1.532
H 0.064 -3.719 -0.275

=====

Record 2
63
Properties=species:S:1:pos:R:3 method="wB97M-V/def2-TZVPD" energy_ha=-3580.79266 multiplicity=1 mol_weight_g_mol=613.1 largest_force_ev_per_a=1.131 e_homo_ev=-7.822 homo_lumo_gap_ev=7.812 de_lowest_kj_mol=30.6 charge=0
Sc -0.077 -0.106 0.073
C -1.529 -2.451 -1.517
N -1.914 -1.700 -0.297
C -1.947 -2.611 0.881
C -0.616 -2.723 1.593
N -0.114 -1.395 1.988
C -0.949 -0.811 3.068
C 1.291 -1.415 2.391
C 1.900 -2.562 2.879
C 3.243 -2.553 3.226
C 3.979 -1.386 3.088
C 3.370 -0.236 2.608
C 2.020 -0.227 2.253
S 1.263 1.272 1.676
C -3.242 -1.109 -0.483
C -4.324 -1.936 -0.771
C -5.597 -1.412 -0.917
C -5.785 -0.043 -0.768
C -4.711 0.778 -0.477
C -3.417 0.263 -0.329
S -2.095 1.358 0.059
H -2.224 -3.271 -1.714
H -0.527 -2.854 -1.405
H -1.547 -1.773 -2.369
H -2.260 -3.613 0.572
H -2.705 -2.234 1.564
H 0.132 -3.190 0.955
H -0.773 -3.356 2.472
H -1.081 -1.547 3.867
H -1.917 -0.508 2.673
H -0.454 0.073 3.455
H 1.338 -3.480 2.984
H 3.708 -3.458 3.594
H 5.031 -1.369 3.346
H 3.937 0.678 2.487
H -4.176 -3.004 -0.878
H -6.430 -2.064 -1.143
H -6.774 0.386 -0.876
H -4.853 1.844 -0.356
O 5.423 -0.660 -1.788
C 5.080 0.611 -1.937
O 5.892 1.467 -2.169
C 3.628 0.956 -1.785
C 3.101 2.229 -1.938
Cl 3.851 3.668 -2.416
N 1.773 2.174 -1.719
N 1.395 0.925 -1.432
C 2.497 0.186 -1.461
C 2.333 -1.254 -1.071
O 3.249 -2.049 -1.171
O 1.146 -1.531 -0.630
C 0.808 3.240 -1.706
C 1.000 4.329 -0.874
C 0.048 5.334 -0.863
C -1.085 5.236 -1.663
C -1.268 4.126 -2.474
C -0.315 3.121 -2.501
H 4.647 -1.235 -1.559
H 1.868 4.381 -0.230
H 0.185 6.189 -0.214
H -1.830 6.019 -1.642
H -2.158 4.033 -3.083
H -0.445 2.248 -3.126

=====

Record 3
148
Properties=species:S:1:pos:R:3 method="wB97M-V/def2-TZVPD" energy_ha=-2580.37435 multiplicity=1 mol_weight_g_mol=781.2 smiles=COC[C@H](C)N.COC[C@H](C)N.COC[C@H](C)N.COC[C@H](C)N.COC[C@H](C)N.COC[C@H](C)N.COC[C@H](C)N.COC[C@H](C)N.CO.O.O largest_force_ev_per_a=2.864 e_homo_ev=-8.794 homo_lumo_gap_ev=9.359 charge=0
C 0.295 -1.755 -6.807
O 0.404 -0.336 -6.968
C 1.011 0.244 -5.838
C 0.092 0.682 -4.671
C -0.754 1.875 -5.089
N 0.932 0.920 -3.499
H -0.428 -2.055 -6.027
H 1.222 -2.197 -6.482
H 0.114 -2.223 -7.797
H 1.741 -0.425 -5.374
H 1.492 1.163 -6.167
H -0.629 -0.153 -4.530
H -1.346 1.599 -5.981
H -0.165 2.740 -5.424
H -1.559 2.162 -4.359
H 0.505 1.108 -2.598
H 1.598 1.595 -3.793
C 0.518 4.929 -2.915
O 1.774 5.158 -2.356
C 2.417 3.976 -1.844
C 3.746 4.323 -1.219
C 4.393 3.026 -0.542
N 3.618 5.360 -0.206
H 0.333 3.883 -2.654
H 0.472 4.958 -4.047
H -0.330 5.526 -2.496
H 1.811 3.497 -1.066
H 2.634 3.230 -2.610
H 4.445 4.611 -2.054
H 5.075 2.359 -1.132
H 3.618 2.417 -0.028
H 5.006 3.397 0.279
H 4.465 5.780 0.113
H 3.132 6.107 -0.660
C -6.768 -3.345 -1.457
O -6.001 -2.562 -2.410
C -4.797 -2.166 -1.798
C -3.941 -1.338 -2.802
C -3.351 -2.117 -3.931
N -2.988 -0.632 -1.892
H -6.253 -4.234 -1.059
H -7.663 -3.671 -1.969
H -7.002 -2.797 -0.537
H -5.020 -1.535 -0.914
H -4.230 -3.058 -1.526
H -4.586 -0.525 -3.181
H -2.615 -2.846 -3.578
H -2.924 -1.352 -4.602
H -4.079 -2.626 -4.503
H -3.412 0.134 -1.401
H -2.148 -0.255 -2.328
C 4.785 -1.269 -2.403
O 4.006 -1.804 -1.296
C 2.565 -1.536 -1.366
C 1.694 -2.576 -2.016
C 0.219 -2.248 -1.781
N 2.078 -3.957 -1.525
H 4.348 -0.248 -2.625
H 4.708 -1.904 -3.285
H 5.863 -1.233 -2.086
H 2.302 -1.533 -0.287
H 2.418 -0.556 -1.836
H 1.809 -2.567 -3.104
H -0.428 -2.870 -2.421
H 0.049 -1.182 -2.041
H 0.051 -2.333 -0.717
H 1.935 -3.988 -0.517
H 3.074 -4.063 -1.602
C -3.317 1.172 1.315
O -3.864 1.716 0.144
C -5.127 2.322 0.241
C -5.715 2.693 -1.112
C -5.210 3.972 -1.820
N -7.183 2.742 -1.029
H -2.403 0.675 1.098
H -3.932 0.364 1.737
H -3.185 2.037 1.985
H -5.700 1.554 0.749
H -5.175 3.255 0.794
H -5.513 1.806 -1.741
H -5.817 4.757 -1.380
H -5.557 3.842 -2.860
H -4.123 4.149 -1.692
H -7.513 3.497 -0.433
H -7.559 1.871 -0.731
C 6.188 -5.075 5.322
O 5.515 -4.125 4.517
C 5.580 -4.336 3.147
C 4.986 -3.146 2.436
C 3.612 -2.771 2.964
N 5.110 -3.294 0.971
H 5.683 -6.071 5.246
H 6.263 -4.663 6.288
H 7.193 -5.222 4.876
H 6.668 -4.396 2.941
H 5.246 -5.337 2.826
H 5.547 -2.250 2.755
H 3.330 -1.775 2.598
H 3.791 -2.649 4.073
H 2.787 -3.499 2.789
H 5.057 -2.400 0.513
H 4.173 -3.690 0.703
C 0.404 -0.710 7.045
O -0.031 -1.251 5.792
C -1.161 -2.053 5.830
C -1.255 -2.637 4.393
C -2.534 -3.494 4.154
N -0.156 -3.522 4.106
H -0.423 -0.547 7.699
H 0.804 0.331 6.839
H 1.172 -1.309 7.545
H -1.054 -2.834 6.639
H -2.096 -1.551 6.066
H -1.264 -1.806 3.695
H -2.466 -3.799 3.113
H -3.432 -2.832 4.160
H -2.619 -4.418 4.813
H 0.672 -3.325 4.658
H -0.417 -4.452 4.326
C -1.858 4.444 0.700
O -0.699 3.763 1.086
C 0.373 4.457 1.650
C 1.238 3.401 2.308
C 0.453 2.762 3.421
N 2.433 4.084 2.852
H -1.741 5.220 -0.049
H -2.291 5.065 1.492
H -2.543 3.728 0.262
H 0.886 4.969 0.805
H 0.048 5.250 2.369
H 1.444 2.642 1.594
H 0.333 3.507 4.222
H 1.138 2.003 3.825
H -0.449 2.243 3.133
H 2.966 4.403 2.067
H 2.966 3.371 3.356
C 0.746 -1.104 1.955
O 0.512 -2.445 1.529
H 1.384 -0.629 1.223
H -0.237 -0.652 2.044
H 1.208 -1.137 2.984
H 0.301 -2.894 2.374
O -0.543 1.526 -0.935
H -1.409 1.325 -0.592
H -0.258 2.254 -0.377
O -2.211 -1.893 0.623
H -1.404 -2.371 0.880
H -2.113 -1.493 -0.266

=====

Question: The highest charge belongs to which entry?
Answer: C21H31BrIN5O3PSSr

=====

Question: The highest charge belongs to which entry?
Answer: C21H31BrIN5O3PSSr

=====

Repeat the second record exactly.
63
Properties=species:S:1:pos:R:3 method="wB97M-V/def2-TZVPD" energy_ha=-3580.79266 multiplicity=1 mol_weight_g_mol=613.1 largest_force_ev_per_a=1.131 e_homo_ev=-7.822 homo_lumo_gap_ev=7.812 de_lowest_kj_mol=30.6 charge=0
Sc -0.077 -0.106 0.073
C -1.529 -2.451 -1.517
N -1.914 -1.700 -0.297
C -1.947 -2.611 0.881
C -0.616 -2.723 1.593
N -0.114 -1.395 1.988
C -0.949 -0.811 3.068
C 1.291 -1.415 2.391
C 1.900 -2.562 2.879
C 3.243 -2.553 3.226
C 3.979 -1.386 3.088
C 3.370 -0.236 2.608
C 2.020 -0.227 2.253
S 1.263 1.272 1.676
C -3.242 -1.109 -0.483
C -4.324 -1.936 -0.771
C -5.597 -1.412 -0.917
C -5.785 -0.043 -0.768
C -4.711 0.778 -0.477
C -3.417 0.263 -0.329
S -2.095 1.358 0.059
H -2.224 -3.271 -1.714
H -0.527 -2.854 -1.405
H -1.547 -1.773 -2.369
H -2.260 -3.613 0.572
H -2.705 -2.234 1.564
H 0.132 -3.190 0.955
H -0.773 -3.356 2.472
H -1.081 -1.547 3.867
H -1.917 -0.508 2.673
H -0.454 0.073 3.455
H 1.338 -3.480 2.984
H 3.708 -3.458 3.594
H 5.031 -1.369 3.346
H 3.937 0.678 2.487
H -4.176 -3.004 -0.878
H -6.430 -2.064 -1.143
H -6.774 0.386 -0.876
H -4.853 1.844 -0.356
O 5.423 -0.660 -1.788
C 5.080 0.611 -1.937
O 5.892 1.467 -2.169
C 3.628 0.956 -1.785
C 3.101 2.229 -1.938
Cl 3.851 3.668 -2.416
N 1.773 2.174 -1.719
N 1.395 0.925 -1.432
C 2.497 0.186 -1.461
C 2.333 -1.254 -1.071
O 3.249 -2.049 -1.171
O 1.146 -1.531 -0.630
C 0.808 3.240 -1.706
C 1.000 4.329 -0.874
C 0.048 5.334 -0.863
C -1.085 5.236 -1.663
C -1.268 4.126 -2.474
C -0.315 3.121 -2.501
H 4.647 -1.235 -1.559
H 1.868 4.381 -0.230
H 0.185 6.189 -0.214
H -1.830 6.019 -1.642
H -2.158 4.033 -3.083
H -0.445 2.248 -3.126